C7H8N2O2 | ωB97M-V/def2-TZVPD

Values from the calculation:
- orbital gap (Ha) = 0.350
- E_LUMO (eV) = -0.342
- electronic energy (hartree) = -531.36956
- E_HOMO (eV) = -9.876
- energy relative to the best compared isomer or geometry (same formula, charge and spin) (kcal per mole) = 118.9
- SMILES = COC(=O)c1ccc(N)nc1
- spin multiplicity = 1

Positions of all 19 atoms, in Å:
1 C 3.155 -0.865 -1.890
2 O 1.819 -0.190 -1.453
3 C 1.092 -1.121 -0.716
4 O 1.285 -2.307 -1.060
5 C -0.099 -0.505 -0.022
6 C -1.143 -1.157 0.607
7 C -1.893 -0.041 1.384
8 C -1.704 1.256 1.258
9 N -2.411 2.312 2.079
10 N -0.788 1.826 0.303
11 C -0.060 0.920 -0.259
12 H 3.168 -2.061 -2.376
13 H 3.203 0.045 -2.713
14 H 3.796 -1.042 -0.901
15 H -1.268 -2.294 0.881
16 H -2.908 -0.322 1.981
17 H -2.063 2.253 3.101
18 H -3.368 2.181 2.076
19 H 0.918 1.323 -0.799

The Mulliken scheme yields these atomic charges, measured in e: atom 1 (C): -0.56, atom 2 (O): -0.29, atom 3 (C): 0.49, atom 4 (O): -0.61, atom 5 (C): 0.30, atom 6 (C): -0.46, atom 7 (C): -0.36, atom 8 (C): 0.40, atom 9 (N): -0.56, atom 10 (N): -0.47, atom 11 (C): -0.07, atom 12 (H): 0.23, atom 13 (H): 0.25, atom 14 (H): 0.26, atom 15 (H): 0.35, atom 16 (H): 0.16, atom 17 (H): 0.28, atom 18 (H): 0.28, atom 19 (H): 0.39